40
Properties=species:S:1:pos:R:3:forces:R:3 method="wB97M-V/def2-TZVPD" smiles="O=C(CS)NC[C@@H](S)CCCn1ccc2cc(Cl)c(Cl)cc21" e_tot_ev=-67588.4747 homo_lumo_gap_ev=8.40 homo_ev=-8.05 fmax_ha_per_bohr=0.0791
O 0.096 -1.842 -2.290 0.86 0.01 1.42
C -0.538 -1.270 -3.138 -2.42 -0.92 -0.12
C 0.044 -1.297 -4.565 -1.04 1.72 2.44
S 0.071 0.308 -5.292 -0.44 1.40 -2.07
N -1.877 -0.876 -2.917 0.09 1.08 -3.65
C -2.525 -0.620 -1.579 0.25 -2.85 -2.89
C -1.673 0.350 -0.873 3.00 0.15 0.44
S -1.847 2.068 -1.429 -0.68 0.36 -0.26
C -1.936 0.273 0.578 -1.65 -1.55 -0.01
C -1.460 -1.053 1.183 -2.72 0.75 2.19
C -0.096 -1.549 0.976 0.40 0.12 -0.31
N 0.991 -0.605 1.090 -0.69 0.13 -0.85
C 1.837 -0.366 -0.018 1.28 2.41 1.56
C 2.688 0.663 0.422 -0.90 -1.53 -0.26
C 2.389 0.959 1.815 1.40 1.25 -1.29
C 3.014 1.795 2.743 1.31 1.67 1.33
C 2.485 2.039 4.020 -0.18 0.34 -0.28
Cl 3.094 3.385 5.107 -0.35 -1.70 -1.35
C 1.340 1.312 4.416 -0.44 -0.90 -0.61
Cl 0.683 1.483 6.030 0.07 -0.11 -0.63
C 0.770 0.387 3.518 0.13 0.16 -1.51
C 1.264 0.271 2.175 -0.10 -1.52 0.33
H 1.065 -1.489 -4.471 1.28 -1.29 0.39
H -0.511 -2.037 -5.063 -0.56 -0.73 -1.26
H -0.175 1.141 -4.284 -0.13 -0.29 0.54
H -2.339 -0.534 -3.833 0.92 -0.45 2.43
H -3.577 -0.324 -1.715 0.54 0.35 -0.23
H -2.626 -1.696 -1.222 0.52 1.56 0.71
H -0.581 0.079 -0.962 -1.14 0.28 -0.50
H -0.682 2.333 -2.027 0.19 -0.40 0.03
H -3.045 0.305 0.561 0.30 0.20 1.18
H -1.529 1.102 1.074 0.45 1.10 0.84
H -2.165 -1.879 1.005 0.25 0.15 -0.69
H -1.637 -1.011 2.273 0.11 0.62 -0.13
H -0.125 -1.994 -0.009 0.95 -0.36 -0.14
H 0.016 -2.239 1.772 0.44 -1.46 0.36
H 1.841 -0.837 -1.061 -0.60 0.45 2.13
H 3.369 1.176 -0.214 0.66 0.15 -0.14
H 3.994 2.305 2.563 -1.12 -0.43 -0.31
H -0.110 -0.217 3.640 -0.25 0.08 1.16

=====

38
Properties=species:S:1:pos:R:3:forces:R:3 method="wB97M-V/def2-TZVPD" e_tot_ev=-34873.7217 homo_lumo_gap_ev=7.90 homo_ev=-7.59 fmax_ha_per_bohr=0.3469
C -3.077 0.344 4.103 4.41 -5.46 -5.01
C -1.787 0.998 3.795 0.75 -2.75 -6.01
C -0.986 1.449 4.720 6.64 2.29 -4.61
C 0.408 1.963 4.304 0.92 1.35 -2.86
C 0.864 2.171 2.928 -15.42 -6.49 6.19
C 0.000 1.496 1.936 0.04 1.59 -0.23
C -1.160 0.889 2.306 -5.42 1.85 1.48
N -2.317 0.668 1.269 2.63 -0.04 1.71
C -2.112 -0.091 0.086 6.74 2.13 8.22
O -2.984 -0.302 -0.537 -12.21 -1.94 -9.31
N -0.994 -0.797 -0.095 6.15 3.28 6.34
H -0.194 -0.465 0.503 -1.39 -0.31 0.26
C -0.371 -1.194 -1.205 -9.57 -13.05 1.31
C 0.475 -0.692 -1.991 11.53 11.03 -7.80
C 0.869 0.814 -2.014 -0.34 -7.24 -0.68
C 2.029 0.773 -2.905 -1.73 14.83 5.06
C 2.344 -0.294 -3.392 -0.56 -11.54 -4.01
N 1.428 -1.303 -2.927 -3.53 3.27 4.33
C 1.113 -2.600 -3.228 9.76 -4.66 -1.74
H 1.843 -2.951 -4.180 -2.02 1.15 1.83
H 0.215 -2.855 -3.530 -4.67 -0.88 -0.92
H 1.673 -3.469 -2.551 -1.98 2.18 -0.72
C 3.117 -0.767 -4.530 6.58 3.57 3.52
H 3.920 -1.628 -4.180 -1.65 2.51 -1.27
H 3.543 0.360 -4.886 0.17 -3.27 0.80
H 2.666 -1.003 -5.366 -2.95 -1.83 -3.82
H 2.596 1.892 -3.058 -1.40 -3.58 0.00
H 0.275 1.426 -1.367 0.56 0.98 -0.20
H -0.026 -2.480 -0.997 -0.56 3.22 -0.43
H -1.370 -1.514 -1.731 1.37 0.02 -0.66
H -3.360 0.744 1.499 2.57 -0.16 -0.17
H 0.146 1.721 0.841 0.09 -0.57 1.28
H 1.691 2.324 2.665 12.33 3.20 -3.27
H 1.191 2.328 5.021 -1.44 -0.59 -0.07
Cl -1.190 1.428 6.270 -1.34 -0.06 6.10
H -3.465 -0.627 3.497 1.88 1.65 1.75
H -3.208 0.360 5.055 -0.49 -1.23 6.31
H -3.803 0.879 3.870 -6.42 5.57 -2.72

=====

40
Properties=species:S:1:pos:R:3:forces:R:3 method="wB97M-V/def2-TZVPD" smiles="CC[C@@H](F)N(Cc1ccccc1)S(=O)(=O)F.c1ccncc1" e_tot_ev=-39179.5852 homo_lumo_gap_ev=7.55 homo_ev=-8.61 fmax_ha_per_bohr=0.1704
C -0.764 2.590 3.019 -1.11 1.00 -0.01
C 0.186 3.821 2.499 0.40 0.25 0.34
C 1.769 3.445 2.300 -0.77 1.09 2.28
F 2.258 3.002 3.660 -0.98 0.75 -3.20
N 2.049 2.292 1.364 0.87 1.11 0.61
C 1.644 2.573 -0.065 -0.78 -1.45 -2.84
C 1.306 1.122 -0.827 -0.82 -3.61 -1.94
C 0.712 1.138 -2.357 0.51 -3.20 1.82
C 0.322 -0.232 -3.175 1.57 -0.01 3.93
C 0.548 -1.712 -2.467 0.94 4.08 2.02
C 1.155 -1.741 -0.934 -0.38 3.40 -1.81
C 1.552 -0.357 -0.110 -1.69 0.34 -3.93
S 3.772 1.953 1.438 7.38 2.30 -4.13
O 4.376 1.510 0.053 -3.62 0.66 5.46
O 4.630 3.209 1.856 -4.19 -4.95 -0.08
F 4.058 0.591 2.496 -1.39 3.13 -1.95
H -1.064 2.841 4.146 0.87 -0.94 -2.46
H -1.790 2.675 2.415 2.30 -0.47 1.26
H -0.303 1.521 2.899 -0.84 2.21 0.25
H -0.194 4.351 1.515 0.72 -1.28 1.93
H 0.151 4.665 3.342 0.42 -1.83 -1.96
H 2.337 4.439 2.055 -0.66 -2.17 0.42
H 2.455 3.113 -0.716 -1.32 -1.01 1.51
H 0.651 3.205 -0.179 2.13 -1.32 0.97
H 0.568 2.177 -2.880 0.26 -2.28 1.08
H -0.124 -0.095 -4.259 1.07 -0.49 2.52
H 0.274 -2.698 -3.058 0.66 2.30 1.54
H 1.342 -2.773 -0.415 -0.47 2.28 -1.14
H 2.009 -0.430 0.972 -1.11 0.10 -2.50
C -4.414 -4.274 -1.591 -0.01 0.02 -0.01
C -3.648 -5.427 -1.459 -0.12 0.23 -0.01
C -2.305 -5.290 -1.146 0.51 0.76 0.14
N -1.694 -4.099 -0.965 -0.98 -0.10 -0.26
C -2.463 -2.997 -1.101 0.62 -0.58 0.16
C -3.814 -3.033 -1.408 -0.11 -0.32 -0.04
H -5.470 -4.342 -1.834 0.12 0.00 0.03
H -4.085 -6.409 -1.596 0.06 0.08 0.02
H -1.665 -6.160 -1.029 -0.08 0.03 -0.02
H -1.948 -2.052 -0.953 -0.04 -0.06 -0.03
H -4.383 -2.115 -1.503 0.08 -0.07 0.01

=====

40
Properties=species:S:1:pos:R:3:forces:R:3 method="wB97M-V/def2-TZVPD" e_tot_ev=-49945.2614 homo_lumo_gap_ev=7.08 homo_ev=-11.36 charge=+1 fmax_ha_per_bohr=0.1294
C 0.009 -3.332 2.381 -0.05 1.12 -1.77
C 0.583 -3.312 0.961 -0.09 0.47 0.39
C -0.491 -2.870 -0.029 -0.07 -0.25 0.23
O -0.177 -3.132 -1.368 -0.04 0.13 -0.16
C 1.036 -2.554 -1.827 0.12 -0.12 -0.03
C 1.085 -1.058 -1.663 0.17 0.05 0.07
C -0.075 -0.340 -1.944 -0.09 0.08 -0.16
C -0.068 1.021 -1.764 0.15 0.00 -0.03
C 1.064 1.689 -1.343 0.00 -0.05 -0.18
C 2.240 1.020 -1.101 -0.03 0.19 -0.05
C 2.228 -0.361 -1.256 0.00 -0.20 0.05
I 4.030 -1.337 -0.832 0.04 -0.08 0.02
C 0.712 3.134 -1.198 -0.30 0.04 0.00
O 1.452 4.071 -1.143 0.16 0.17 0.58
N -0.706 3.201 -1.251 0.51 -0.68 -0.30
C -1.477 3.861 -0.213 -0.04 0.66 -0.20
C -1.722 2.983 1.003 0.03 0.08 0.29
C -0.457 2.604 1.758 -0.32 -0.14 0.29
O -2.493 1.834 0.682 -0.03 0.04 0.04
C -1.160 2.023 -1.913 -0.12 0.38 0.15
O -2.166 1.920 -2.544 -0.49 -0.17 0.17
H -1.029 -3.678 2.335 -0.17 0.04 -0.12
H 0.518 -4.004 3.034 2.30 2.83 -2.90
H -0.025 -2.331 2.810 0.10 0.04 0.16
H 0.976 -4.290 0.695 0.04 -0.07 -0.15
H 1.389 -2.579 0.958 0.31 -0.21 -0.17
H -0.719 -1.814 0.148 0.02 0.12 -0.08
H -1.411 -3.423 0.165 -0.07 -0.07 -0.08
H 1.098 -2.799 -2.886 -0.06 -0.07 -0.09
H 1.889 -3.032 -1.346 0.05 0.03 0.07
H -0.965 -0.851 -2.282 -0.07 -0.08 -0.04
H 3.123 1.549 -0.778 0.11 0.04 -0.01
H -0.914 4.735 0.114 0.11 0.07 -0.10
H -2.414 4.241 -0.610 -0.11 -0.21 -0.16
H -2.329 3.581 1.685 -0.17 0.03 -0.06
H -0.745 2.267 2.754 0.02 -0.09 0.06
H 0.204 3.455 1.893 0.18 0.02 -0.15
H 0.065 1.771 1.284 0.21 0.11 -0.19
H -1.894 1.099 0.531 0.03 -0.09 -0.06
K -0.265 -4.962 4.099 -2.33 -4.16 4.64

=====

40
Properties=species:S:1:pos:R:3:forces:R:3 method="wB97M-V/def2-TZVPD" e_tot_ev=-51572.4932 homo_lumo_gap_ev=6.33 homo_ev=-6.16 fmax_ha_per_bohr=0.0504
K 0.084 -0.099 -0.152 1.08 -0.12 0.24
O -1.250 0.374 -1.741 -1.76 0.49 -1.84
C -2.436 0.220 -2.181 -0.10 0.12 -0.10
C -2.714 0.306 -3.582 0.02 0.04 -0.02
C -3.981 0.219 -4.097 0.02 -0.04 0.09
C -5.076 0.019 -3.249 -0.17 0.02 -0.04
C -4.849 -0.112 -1.898 0.09 -0.03 0.08
C -3.567 -0.035 -1.332 -0.05 0.04 -0.34
C -3.408 -0.266 0.097 0.08 -0.06 0.29
N -2.302 -0.566 0.767 -0.37 -0.09 0.09
C -2.683 -0.805 2.067 -0.06 0.06 0.02
C -4.022 -0.624 2.213 0.03 -0.07 0.00
N -4.472 -0.286 0.959 0.06 0.05 -0.02
H -1.858 0.467 -4.227 -0.01 0.01 0.00
H -4.140 0.298 -5.166 0.03 0.02 -0.01
H -6.082 -0.044 -3.642 0.02 -0.02 0.00
H -5.706 -0.310 -1.263 -0.01 -0.03 0.00
H -1.959 -1.108 2.807 -0.07 -0.01 0.03
H -4.685 -0.718 3.055 0.02 0.01 0.00
H -5.419 -0.059 0.724 -0.03 0.02 -0.06
O 1.718 0.159 1.533 1.20 0.35 0.58
S 0.852 -0.228 2.675 0.10 0.11 1.15
C 1.898 -0.314 4.180 -0.28 -0.11 -0.09
C 1.078 0.358 5.268 0.01 0.06 -0.02
C 0.596 1.669 4.647 0.01 -0.06 0.03
C 0.022 1.302 3.280 -0.02 -0.12 0.04
H 2.803 0.244 3.938 0.01 0.00 -0.05
H 2.144 -1.356 4.381 0.02 0.01 -0.04
H 1.661 0.517 6.176 0.01 -0.03 -0.01
H 0.219 -0.268 5.527 0.02 0.00 0.06
H 1.444 2.347 4.533 -0.01 0.01 -0.01
H -0.149 2.167 5.267 0.01 0.02 -0.02
H 0.202 2.049 2.508 -0.04 -0.01 -0.04
H -1.045 1.082 3.326 0.03 0.03 -0.04
C 0.259 -5.097 -0.590 -0.04 -0.16 -0.03
C 0.467 -3.703 -0.246 0.02 0.27 0.02
N 0.626 -2.597 0.014 0.15 -0.78 0.05
H 0.576 -5.274 -1.616 -0.01 0.00 0.01
H -0.798 -5.342 -0.497 0.01 -0.01 0.00
H 0.837 -5.733 0.078 -0.01 -0.01 -0.01

=====

40
Properties=species:S:1:pos:R:3:forces:R:3 method="wB97M-V/def2-TZVPD" smiles="COc1ccc(-c2nc(NC(=O)CSCCO)sc2C)cc1" e_tot_ev=-46640.4924 homo_lumo_gap_ev=8.44 homo_ev=-7.88 fmax_ha_per_bohr=0.0237
C -5.094 -3.343 -1.970 -0.20 -0.09 0.07
O -3.858 -2.760 -2.300 0.31 0.16 -0.02
C -3.198 -2.045 -1.348 0.12 0.09 0.07
C -1.973 -1.497 -1.736 -0.17 -0.12 -0.08
C -1.227 -0.752 -0.853 -0.18 -0.03 0.07
C -1.685 -0.524 0.447 -0.25 -0.14 -0.06
C -0.861 0.273 1.351 -0.45 0.68 0.82
N 0.497 0.177 1.222 0.68 -0.30 -0.26
C 1.128 0.924 2.046 -0.94 0.48 0.60
N 2.484 1.047 2.177 0.29 0.38 0.57
C 3.491 0.492 1.423 0.21 -0.23 -0.18
O 4.644 0.711 1.718 0.13 -0.02 0.05
C 3.075 -0.336 0.242 -0.04 0.10 -0.44
S 2.343 0.730 -1.048 0.11 -0.02 -0.12
C 3.826 1.229 -1.975 -0.10 -0.07 0.45
C 4.686 2.254 -1.237 -0.33 -0.12 0.15
O 5.727 2.733 -2.049 0.39 0.20 -0.44
S 0.087 1.867 3.111 0.12 -0.52 -0.59
C -1.287 1.145 2.316 0.31 -0.22 -0.27
C -2.665 1.552 2.695 -0.02 0.00 0.13
C -2.894 -1.087 0.836 0.30 0.14 -0.08
C -3.648 -1.839 -0.048 -0.29 -0.22 -0.25
H -5.833 -2.586 -1.685 0.04 -0.03 0.00
H -4.992 -4.074 -1.161 -0.01 0.04 -0.02
H -5.430 -3.851 -2.872 -0.02 0.02 0.09
H -1.630 -1.673 -2.743 0.05 -0.02 -0.13
H -0.281 -0.329 -1.153 0.08 0.00 -0.08
H 2.809 1.643 2.930 0.08 -0.16 -0.21
H 2.290 -1.040 0.512 0.15 -0.01 -0.04
H 3.941 -0.844 -0.180 0.02 0.02 0.17
H 3.434 1.662 -2.898 0.02 -0.03 -0.04
H 4.401 0.337 -2.222 0.06 0.06 -0.11
H 5.174 1.799 -0.374 -0.16 0.06 -0.05
H 4.046 3.077 -0.886 0.05 -0.14 0.03
H 5.350 3.189 -2.811 0.04 -0.03 0.09
H -2.679 2.601 2.987 -0.13 0.06 -0.01
H -3.339 1.409 1.853 -0.06 0.03 0.00
H -3.029 0.966 3.540 -0.12 0.01 0.02
H -3.246 -0.969 1.850 -0.03 0.02 0.10
H -4.579 -2.264 0.292 -0.08 -0.06 -0.01